Record 1
Here is an isolated ion of composition C5H6NO2 and charge +1 in a non-equilibrium geometry from the Open Molecules 2025 dataset. Energies are from the ωB97M-V functional and the def2-TZVPD basis.

Each line ends with the Löwdin charge.
Geometry (Å):
C 0.85 -0.09 0.49  -0.211
C -1.21 0.62 -0.77  -0.117
H 1.24 -2.19 0.79  0.131
C 0.24 0.93 -0.53  -0.142
H 0.34 2.10 -0.35  0.171
H 0.79 0.71 -1.44  0.111
O 0.97 -0.44 2.74  0.196
C -1.74 -0.48 -1.24  -0.229
O -2.37 -1.35 -1.64  0.245
C 0.87 -1.39 0.14  0.257
N 0.79 0.34 1.80  0.089
H 0.45 -1.60 -0.84  0.112
H 0.67 1.34 2.02  0.214
H -1.88 1.49 -1.15  0.171

Summary:
SMILES: C=C(CC=C=O)[NH+]=O
LUMO (alpha / beta): -8.13 / -8.07 eV
Energy relative to the best compared isomer or geometry (same formula, charge and spin): 413.7 kJ/mol
Gap between HOMO and LUMO (alpha / beta): 5.08 / 5.14 eV
Total charge: +1
HOMO (alpha / beta): -13.2 / -13.2 eV



Record 2
Here is one molecule with the formula C5H9N3 in a non-equilibrium geometry from the Open Molecules 2025 dataset. Energies are from the ωB97M-V functional and the def2-TZVPD basis.

Each line ends with the Löwdin charge.
Geometry (Å):
H -1.40 2.28 0.24  0.171
H -2.53 -1.53 0.10  0.173
H -0.24 -0.65 1.63  0.146
N -2.05 0.45 0.45  0.031
H 1.81 -0.95 1.81  0.185
C -0.52 -0.99 -0.83  -0.194
H 2.17 0.87 -1.12  0.065
H -0.58 -0.39 -1.82  0.153
H 2.63 0.59 0.46  0.059
H -0.33 -2.14 -0.75  0.146
N 0.74 -1.15 1.14  -0.005
C 0.26 1.15 -0.21  -0.252
C -1.69 -0.63 -0.16  -0.278
C 1.83 0.57 -0.18  0.023
H 0.06 1.43 -1.34  0.157
N -0.82 1.39 0.72  -0.046
C 0.66 -0.30 -0.14  -0.535

Summary:
SMILES: N[C@@]12CC=NN[C@H]1C2
LUMO: 0.59 eV
Energy relative to the best compared isomer or geometry (same formula, charge and spin): 834.7 kJ/mol
Gap between HOMO and LUMO: 9.16 eV
HOMO: -8.6 eV



Record 3
Here is one molecule with the formula C2H6N2O2S in a non-equilibrium geometry from the Open Molecules 2025 dataset. Energies are from the ωB97M-V functional and the def2-TZVPD basis.

Each line ends with the Löwdin charge.
Geometry (Å):
H -0.24 -1.75 -0.34  0.102
O 2.07 -1.10 -1.05  -0.343
H 2.79 -1.75 -1.24  0.075
C -0.06 1.07 -0.29  -0.308
N 0.19 2.30 -0.01  0.108
O 2.72 1.10 0.04  -0.433
H -0.54 0.75 -1.30  0.155
N -0.42 -1.17 0.55  -0.028
S 2.21 -0.15 0.37  0.903
H 0.54 0.26 1.80  0.150
H -0.03 3.05 -0.66  0.055
H -1.44 -1.00 0.63  0.089
C 0.32 0.08 0.66  -0.525

Summary:
LUMO: 0.49 eV
Energy relative to the best compared isomer or geometry (same formula, charge and spin): 278.1 kJ/mol
Gap between HOMO and LUMO: 9.69 eV
HOMO: -9.2 eV



Record 4
Here is one molecule with the formula C5H5Cl2N3O2S in a non-equilibrium geometry from the Open Molecules 2025 dataset. Energies are from the ωB97M-V functional and the def2-TZVPD basis.

Each line ends with the Löwdin charge.
Geometry (Å):
H -3.96 -1.23 1.96  0.126
Cl -2.98 0.71 -1.91  0.644
C -0.60 -0.09 0.16  -0.567
H 2.43 1.68 -1.04  0.028
S 0.19 0.80 -1.15  0.835
O 0.79 -1.85 -0.49  0.033
C -3.19 -0.82 1.34  -0.125
H 1.75 1.48 0.41  0.021
N -2.28 0.07 1.86  0.073
N -3.15 -1.06 0.08  0.045
C -1.28 0.55 1.17  -0.710
H 2.32 -0.12 -0.72  0.076
C -2.43 -0.61 -0.86  -0.602
H -1.85 -1.31 -1.49  0.112
Cl -1.08 2.30 1.28  0.686
O -0.56 -2.24 1.12  0.095
N -0.09 -1.53 0.27  -0.393
C 1.86 0.93 -0.51  -0.376

Summary:
SMILES: CS/C(=C(Cl)/N=C\N=C\Cl)[N+](=O)[O-]
LUMO: -1.03 eV
Energy relative to the best compared isomer or geometry (same formula, charge and spin): 157.7 kJ/mol
Gap between HOMO and LUMO: 7.98 eV
HOMO: -9.0 eV



Record 5
Here is a 2-piece molecular cluster, C30H34N overall in a non-equilibrium geometry from the Open Molecules 2025 dataset. Energies are from the ωB97M-V functional and the def2-TZVPD basis.

Each line ends with the Löwdin charge.
Geometry (Å):
H -5.51 3.65 3.50  0.083
H -6.39 2.51 4.55  0.099
H -0.51 -6.09 -0.88  0.135
C -5.78 2.60 3.64  -0.030
H -3.60 -1.51 4.00  0.121
C -3.61 -2.86 1.32  -0.261
C -4.67 -1.93 1.14  -0.059
C 0.12 -5.21 -0.63  -0.163
C -4.55 1.75 3.69  -0.233
C -3.53 -0.44 3.83  0.013
H -1.98 -4.27 -2.31  0.139
C -4.65 0.37 3.90  -0.016
C 4.17 1.42 3.70  -0.017
C 6.66 1.02 3.66  -0.039
C 5.25 0.53 3.77  -0.247
H 0.49 -5.35 0.39  0.120
C -2.15 1.53 3.48  0.012
C 2.86 0.95 3.72  0.002
C -5.99 -3.08 2.82  -0.103
H -6.89 -3.14 3.43  0.102
C 2.60 -0.45 3.80  -0.212
H -1.28 -1.81 3.24  0.127
H 2.01 -4.41 -1.24  0.116
H 7.22 0.77 4.57  0.096
H 7.19 0.55 2.81  0.098
C 0.18 -0.23 3.23  -0.068
C -5.85 -2.06 1.87  -0.113
H -2.23 -1.79 0.03  0.103
H 2.02 1.65 3.69  0.112
H 0.35 0.79 2.87  0.107
C -2.26 0.11 3.51  -0.191
H 5.85 -1.52 4.03  0.127
C -1.19 -3.57 -1.95  -0.151
H -6.41 2.30 2.79  0.099
H 1.76 -6.12 -1.63  0.115
H -5.08 -4.85 3.69  0.107
H -3.03 -4.71 2.27  0.099
C 5.00 -0.84 3.94  -0.024
H -5.63 -0.07 4.10  0.126
C -3.81 -3.95 2.20  -0.053
H -1.66 -2.58 -1.85  0.112
H 3.51 -2.39 4.11  0.122
C 3.71 -1.32 3.97  -0.003
C 0.84 -4.74 -3.02  -0.201
C -1.13 -0.73 3.27  0.062
C 1.27 -0.97 3.67  0.032
N -0.71 -4.01 -0.65  -0.121
H -1.21 -4.39 1.31  0.119
C -4.97 -4.03 2.97  -0.090
H 6.69 2.10 3.52  0.082
H -4.54 -1.12 0.42  0.114
C -3.28 2.32 3.53  -0.014
H -3.20 3.41 3.45  0.123
H -0.60 -3.47 -3.99  0.115
H 0.36 -5.59 -3.51  0.116
H -6.65 -1.34 1.72  0.107
C -1.44 -3.73 0.46  -0.095
H 1.11 -2.02 3.93  0.134
C -2.37 -2.72 0.59  -0.089
H -1.16 2.00 3.41  0.112
C -0.10 -3.53 -3.02  -0.177
H 0.49 -2.62 -2.91  0.114
H 4.37 2.49 3.61  0.122
C 1.28 -5.13 -1.61  -0.186
H 1.73 -4.50 -3.61  0.113

Summary:
LUMO: -5.08 eV
Energy relative to the best compared isomer or geometry (same formula, charge and spin): 0.0 kJ/mol
Gap between HOMO and LUMO: 4.06 eV
Total charge: +1
HOMO: -9.1 eV



Record 6
Here is a 2-piece molecular cluster, Br2H4OSi2 overall in a non-equilibrium geometry from the Open Molecules 2025 dataset. Energies are from the ωB97M-V functional and the def2-TZVPD basis.

Each line ends with the Löwdin charge.
Geometry (Å):
Br 0.71 2.21 0.22  0.314
H 2.63 0.92 -1.77  -0.114
Si 1.42 0.63 -1.07  -0.277
Br 1.69 -1.03 0.38  0.243
H -1.55 -0.19 2.58  -0.045
H -2.11 -2.05 1.04  -0.077
O -1.68 -0.03 -0.22  -0.506
H 0.64 0.21 -2.28  -0.062
Si -1.74 -0.67 1.13  0.523

Summary:
SMILES: Br[SiH2]Br.O=[SiH2]
LUMO: -0.26 eV
Energy relative to the best compared isomer or geometry (same formula, charge and spin): 298.7 kJ/mol
Gap between HOMO and LUMO: 10.10 eV
HOMO: -10.4 eV



- energy relative to the best compared isomer or geometry (same formula, charge and spin) of number 4 (C5H5Cl2N3O2S)?
  157.7 kJ/mol